# 1
{"formula": "C7H37O13", "method": "ωB97M-V/def2-TZVPD", "total_charge": 0, "homo_lumo_gap_ev": [8.79, 4.69], "multiplicity": 2, "elements": ["C", "O", "C", "C", "C", "C", "C", "C", "H", "H", "H", "H", "H", "H", "H", "H", "H", "H", "H", "H", "H", "H", "H", "O", "H", "H", "O", "H", "H", "O", "H", "H", "O", "H", "H", "O", "H", "H", "O", "H", "H", "O", "H", "H", "O", "H", "H", "O", "H", "H", "O", "H", "H", "O", "H", "H", "O"], "positions_angstrom": [[-0.61617, -0.69161, 2.27763], [-1.73178, 0.01373, 2.82595], [-0.26983, -0.10846, 0.82433], [0.53060, -1.20981, 0.14302], [1.32388, -0.75253, -1.08379], [1.15304, 0.39419, -1.81391], [1.76485, 0.62235, -3.15814], [2.16062, -1.91583, -1.62664], [0.14843, -0.62015, 3.18337], [-1.01500, -1.68731, 2.13804], [-1.24052, 0.03495, 0.30390], [0.24346, 0.86259, 0.70698], [-0.23829, -2.02131, -0.15355], [1.29217, -1.58064, 0.80488], [0.56395, 1.26518, -1.56428], [1.06833, 0.18439, -3.86582], [1.67696, 1.67811, -3.53235], [2.76767, 0.28249, -3.38435], [2.88636, -2.27927, -0.90167], [3.00862, -1.51962, -2.22187], [1.47596, -2.61650, -2.11191], [-1.96596, 2.32126, 0.65854], [-3.37000, 2.84183, -1.19877], [-2.71960, 2.33270, -0.78218], [3.08100, 3.06977, -0.71874], [3.06697, 1.59593, -0.64736], [3.71489, 2.41010, -0.45564], [-1.69192, -1.71474, -3.30720], [-3.21259, -1.54847, -3.14475], [-2.51390, -2.11975, -3.44639], [-1.68382, 0.98898, 2.65940], [-1.25399, 3.33631, 1.64235], [-1.44827, 2.42696, 1.47469], [-3.20557, -2.57159, 1.12619], [-2.89371, -3.03477, -0.41151], [-2.69713, -3.14889, 0.54069], [-2.73732, -0.69983, 0.08523], [-2.76303, -0.46197, 1.53734], [-3.38662, -0.66657, 0.82850], [-1.50113, 2.64161, -1.18320], [-0.55620, 3.24226, -2.42437], [-0.39795, 2.89176, -1.57133], [2.69260, -1.86065, 2.74706], [4.01147, -1.40033, 2.07544], [3.22688, -1.93936, 1.99818], [0.62073, 4.20920, -0.25378], [0.15734, 3.28442, 0.87640], [0.95744, 3.80394, 0.56756], [-2.61783, 1.04723, -1.22701], [-1.67076, 0.16785, -1.71080], [-2.58527, -0.00872, -1.65462], [1.10902, -4.51081, 1.28869], [2.48204, -4.14176, 0.50389], [1.64675, -4.46262, 0.48582], [2.16374, 0.41444, 2.97773], [2.78437, 1.50471, 2.36010], [2.87658, 1.04139, 3.28045]]}

# 2
{"formula": "C6H18N2P2S", "method": "ωB97M-V/def2-TZVPD", "total_charge": 0, "relative_energy_kcal_mol": 0.0, "homo_lumo_gap_ev": 8.36, "multiplicity": 1, "elements": ["C", "C", "C", "C", "C", "C", "N", "N", "P", "P", "S", "H", "H", "H", "H", "H", "H", "H", "H", "H", "H", "H", "H", "H", "H", "H", "H", "H", "H"], "positions_angstrom": [[-0.94136, 1.68520, 1.84875], [-3.08038, 1.03873, 0.19169], [-0.67845, -2.66165, 0.67976], [-0.85352, -1.28569, -1.79745], [2.69412, 1.22414, -1.58270], [3.13248, 0.40240, 1.16865], [-0.65183, 2.19967, -1.02966], [1.27409, -0.77402, -0.20412], [-1.36845, 1.48581, 0.02664], [-0.42524, -0.88595, -0.06384], [1.72844, 0.73280, -0.01437], [-1.84149, 1.49552, 2.37366], [-0.91810, 2.77441, 1.93235], [-0.08010, 1.09597, 2.04712], [-3.10505, 0.14401, 0.95792], [-3.61509, 0.93522, -0.74387], [-3.53898, 1.82442, 0.73902], [-0.17375, -2.73938, 1.73316], [-0.24526, -3.48971, 0.14366], [-1.77318, -2.91615, 0.78008], [-1.87163, -1.56422, -1.72448], [-0.22464, -2.04677, -2.15323], [-0.71783, -0.28440, -2.26325], [2.00993, 1.93954, -2.01070], [3.61526, 1.77500, -1.32870], [2.87990, 0.47358, -2.43146], [3.73891, 1.26186, 1.16742], [2.76428, 0.24921, 2.22505], [3.74766, -0.38771, 0.79525]]}

# 3
{"formula": "C6H19BCsN", "method": "ωB97M-V/def2-TZVPD", "total_charge": 0, "relative_energy_kcal_mol": 131.6, "homo_lumo_gap_ev": 6.68, "multiplicity": 1, "elements": ["Cs", "B", "H", "H", "H", "H", "C", "C", "N", "C", "C", "C", "C", "H", "H", "H", "H", "H", "H", "H", "H", "H", "H", "H", "H", "H", "H", "H"], "positions_angstrom": [[0.90682, 1.36940, 0.51478], [2.43698, 3.16038, -0.32737], [2.92268, 2.56643, -1.08604], [1.42301, 3.38054, -0.62341], [2.42985, 2.59964, 0.59445], [2.99154, 4.08097, -0.23142], [-0.33181, -2.76983, 0.02642], [0.32269, -1.38679, 0.34238], [-0.58322, -0.22300, 0.07033], [-0.90750, -0.02806, -1.36475], [0.35044, -0.03246, -2.24217], [-1.76726, -0.06044, 0.99757], [-1.34741, -0.20998, 2.48733], [-0.51604, -2.97006, -1.02907], [-1.24247, -2.88778, 0.61369], [0.33904, -3.51323, 0.45702], [0.69895, -1.36365, 1.36512], [1.26798, -1.35282, -0.19927], [-1.69964, -0.71580, -1.66078], [-1.34272, 0.96893, -1.43319], [0.29657, 0.37533, -3.25158], [1.09827, 0.62471, -1.79835], [0.69718, -1.06511, -2.28095], [-2.49970, -0.81186, 0.70261], [-2.16441, 0.94645, 0.86898], [-0.59702, 0.57235, 2.60122], [-0.97787, -1.20247, 2.74522], [-2.20501, -0.05176, 3.14122]]}

# 4
{"formula": "C5H10N2O", "method": "ωB97M-V/def2-TZVPD", "total_charge": 0, "relative_energy_kcal_mol": 95.7, "homo_lumo_gap_ev": [8.55, 8.55], "multiplicity": 1, "elements": ["C", "C", "C", "C", "C", "N", "N", "O", "H", "H", "H", "H", "H", "H", "H", "H", "H", "H"], "positions_angstrom": [[0.03656, -0.97690, 0.97432], [1.12265, -0.94985, 1.86371], [-2.30187, 0.01628, -1.14428], [2.28911, 0.30955, -0.68278], [-1.35618, 0.75713, -0.12197], [-0.02810, 0.10105, 0.07637], [0.93187, 0.71621, -0.44294], [1.92129, 0.01850, 1.76209], [-0.89267, -1.47442, 1.12908], [0.99627, -1.63246, 2.66434], [-1.98098, -0.04319, -2.18153], [-2.76969, -0.91353, -0.81196], [-3.13425, 0.67883, -1.17014], [2.39478, -0.71845, -0.55270], [2.58649, 0.71936, -1.69392], [2.99913, 0.80325, 0.05289], [-1.18605, 1.66447, -0.60958], [-1.62836, 0.92416, 0.88902]]}

# 5
{"formula": "C7H10", "method": "ωB97M-V/def2-TZVPD", "smiles": "C1[C@@H]2CC3(CC3)[C@H]12", "total_charge": 0, "relative_energy_kcal_mol": 80.1, "homo_lumo_gap_ev": 9.50, "multiplicity": 1, "elements": ["C", "C", "C", "C", "C", "C", "C", "H", "H", "H", "H", "H", "H", "H", "H", "H", "H"], "positions_angstrom": [[-0.89957, -1.43698, -1.28834], [-0.18906, -0.17495, -1.53089], [1.11348, -0.18317, -0.72115], [0.22216, 0.06273, 0.53285], [0.25729, 1.49531, 0.99644], [0.35762, 0.37427, 1.99917], [-0.99615, -0.46366, -0.15078], [-0.39205, -2.39475, -1.26352], [-1.86668, -1.45537, -1.79352], [-0.39183, 0.56721, -2.29973], [1.83666, 0.60125, -0.96714], [1.62369, -1.15386, -0.73922], [1.18068, 2.02424, 0.76383], [-0.63082, 2.12123, 0.95132], [1.28844, 0.19904, 2.52081], [-0.52554, 0.25069, 2.63223], [-1.96917, -0.41017, 0.35205]]}

# 6
{"formula": "C27H33ClN4O5Re", "method": "ωB97M-V/def2-TZVPD", "total_charge": 2, "relative_energy_kcal_mol": 19.2, "homo_lumo_gap_ev": [6.45, 6.30], "multiplicity": 2, "elements": ["Re", "C", "C", "O", "C", "C", "C", "N", "N", "C", "O", "C", "C", "C", "C", "C", "C", "H", "H", "H", "H", "H", "H", "H", "H", "H", "H", "H", "H", "C", "C", "N", "C", "C", "N", "C", "C", "H", "H", "H", "H", "H", "H", "H", "H", "H", "H", "H", "H", "H", "C", "C", "C", "C", "Cl", "C", "C", "C", "O", "C", "C", "O", "O", "H", "H", "H", "H", "H", "H", "H", "H"], "positions_angstrom": [[-0.67875, 0.36376, -0.49199], [1.68742, 3.98537, -0.18919], [1.32467, 2.56027, 0.06471], [0.18062, 2.17879, -0.39984], [2.16318, 1.73552, 0.79423], [1.94569, 0.39147, 1.09997], [2.92962, -0.31088, 1.98086], [0.90442, -0.30095, 0.61097], [0.93048, -1.66901, 0.91224], [0.02403, -2.28276, 0.23281], [-0.78994, -1.56630, -0.53758], [-0.03912, -3.74762, 0.14996], [0.41836, -4.52487, 1.21076], [0.37801, -5.90542, 1.11533], [-0.10640, -6.50882, -0.03869], [-0.55759, -5.73283, -1.09696], [-0.53397, -4.34960, -1.00242], [0.87593, 4.50815, -0.69079], [2.57530, 4.01420, -0.82476], [1.94390, 4.49176, 0.74247], [3.06516, 2.18654, 1.18343], [3.63976, 0.39697, 2.39777], [3.46576, -1.06741, 1.40449], [2.42123, -0.85226, 2.77811], [0.80727, -4.04417, 2.10026], [0.72397, -6.51381, 1.94098], [-0.13122, -7.58824, -0.11331], [-0.92923, -6.20557, -1.99649], [-0.88856, -3.73882, -1.82390], [-3.82479, 0.19993, 2.63208], [-2.97827, -0.02025, 1.36219], [-1.75054, 0.84769, 1.36618], [-2.18137, 2.28389, 1.41323], [-3.07688, 2.54481, 2.64179], [-3.16549, 1.27745, 3.44160], [-1.79102, 0.84033, 3.86329], [-0.96263, 0.54226, 2.59300], [-3.87782, -0.68656, 3.25939], [-4.83585, 0.53089, 2.40816], [-3.54980, 0.21458, 0.47001], [-2.65440, -1.05735, 1.30228], [-2.70667, 2.51426, 0.49187], [-1.29256, 2.90304, 1.46002], [-4.08995, 2.83099, 2.37020], [-2.66242, 3.30645, 3.29751], [-3.72618, 1.45168, 4.27456], [-1.90877, -0.03580, 4.49596], [-1.36665, 1.64655, 4.45672], [-0.66787, -0.50467, 2.55959], [-0.06080, 1.14922, 2.57855], [2.27281, -1.40629, -2.37161], [2.32845, 0.03169, -2.81260], [3.54182, 0.61927, -3.16935], [3.60082, 1.92500, -3.62302], [5.12354, 2.60474, -4.06244], [2.45391, 2.68899, -3.74067], [1.23413, 2.13436, -3.38184], [1.20497, 0.83299, -2.92621], [-0.04363, 0.22392, -2.54974], [-1.18453, 0.58931, -3.38814], [-2.00808, 1.58286, -2.60538], [-2.37573, 2.65708, -2.94505], [-2.27472, 1.05349, -1.36286], [3.22498, -1.89364, -2.57308], [1.49047, -1.95559, -2.89812], [2.08255, -1.50049, -1.30338], [4.45224, 0.03576, -3.11125], [2.50950, 3.70556, -4.10657], [0.33599, 2.73777, -3.44749], [-1.76193, -0.32077, -3.53624], [-0.82681, 0.97116, -4.33653]]}

# 7
{"formula": "C17H19IMnN3O", "method": "ωB97M-V/def2-TZVPD", "total_charge": 0, "relative_energy_kcal_mol": 157.2, "homo_lumo_gap_ev": [4.50, 4.04], "multiplicity": 7, "elements": ["C", "C", "H", "H", "H", "H", "H", "H", "C", "C", "C", "C", "H", "H", "H", "H", "N", "C", "C", "N", "C", "C", "C", "H", "H", "C", "H", "H", "Mn", "I", "O", "N", "C", "C", "C", "C", "C", "H", "H", "H", "H", "H"], "positions_angstrom": [[1.08744, 2.86054, -0.30651], [3.06886, 0.48072, -0.63214], [0.28056, 3.44014, -0.73188], [2.10871, 3.27326, -0.41519], [0.97981, 2.53997, 0.73660], [3.50427, 0.11756, -1.54975], [3.47870, 1.43389, -0.25522], [2.73605, -0.18010, 0.13680], [-1.87542, 1.80712, -1.24203], [-3.23134, 1.54303, -1.42274], [-3.59038, 0.28202, -1.95493], [-2.59023, -0.63471, -2.22843], [-1.56145, 2.78868, -0.84792], [-3.97462, 2.28376, -1.16352], [-4.65047, 0.02572, -2.14613], [-2.80120, -1.62996, -2.64106], [-0.94178, 0.92587, -1.48729], [-1.25508, -0.30556, -1.94568], [-0.17727, -1.30284, -2.05069], [1.05192, -0.94994, -1.60343], [2.02346, -1.83720, -1.54697], [0.63638, -3.54977, -2.41898], [1.88152, -3.16415, -1.90721], [3.00543, -1.53884, -1.17217], [2.72475, -3.82692, -1.78056], [-0.39045, -2.61501, -2.51731], [-1.36792, -2.86065, -2.93234], [0.47649, -4.58720, -2.74179], [1.46604, 1.23319, -1.06741], [1.73335, 2.05920, -3.42123], [-0.52820, 1.00136, 1.28358], [-0.41587, 0.58203, 2.51063], [-1.54736, 0.24869, 3.19945], [-1.46700, -0.19050, 4.50706], [-0.21334, -0.30742, 5.12208], [0.93144, 0.03498, 4.40105], [0.81909, 0.48838, 3.09463], [-2.48624, 0.36479, 2.65792], [-2.39074, -0.43027, 5.01839], [-0.13587, -0.65714, 6.14556], [1.92670, -0.03331, 4.82961], [1.67126, 0.78653, 2.48714]]}

# 8
{"formula": "H10O5", "method": "ωB97M-V/def2-TZVPD", "smiles": "O.O.O.O.O", "total_charge": 0, "relative_energy_kcal_mol": 8.5, "homo_lumo_gap_ev": 11.65, "multiplicity": 1, "elements": ["O", "H", "H", "O", "H", "H", "O", "H", "H", "O", "H", "H", "O", "H", "H"], "positions_angstrom": [[0.74030, 1.88750, 1.31028], [1.32806, 1.12781, 1.02334], [0.81426, 2.51404, 0.57583], [2.15078, -0.35336, 0.69945], [1.60146, -1.05321, 0.23723], [2.47514, -0.84607, 1.46405], [0.00060, -1.55710, -0.30491], [-0.52433, -2.42314, -0.22774], [-0.55323, -0.87807, 0.22714], [-1.54826, 0.40455, 0.62551], [-1.60782, 0.67557, -0.31035], [-0.88251, 0.98100, 1.03692], [-1.21932, 0.21449, -2.10014], [-2.08653, -0.14334, -2.48526], [-0.68860, -0.55067, -1.77134]]}